DFT (the ωB97M-V functional and the def2-TZVPD basis) results for a 8-piece molecular cluster, C37H77N2O7 overall.

**Orbital gap**: 3.4 eV
**Largest force on an atom**: 9.087 eV/Å
**2S+1**: 1
**E**: -56903.7712 eV
**Charge**: +1
**E_HOMO**: -8.72 eV
**Lowest unoccupied orbital energy**: -0.19687 Eh

CARTESIAN COORDINATES (ANGSTROEM)
C1 -4.86765 0.97169 -3.75617
N1 -3.67951 0.06466 -3.50898
C2 -3.14323 0.19805 -2.21332
C3 -1.97985 -0.32560 -1.99103
C4 -1.33874 -1.12284 -3.01907
C5 -2.02527 -1.14826 -4.33157
C6 -3.18734 -0.64705 -4.54556
C7 -0.16813 -1.97872 -2.70809
C8 0.14027 -2.52373 -1.39005
C9 1.38918 -2.90641 -0.96407
N2 2.34318 -2.91564 -1.99079
C10 2.06724 -2.68339 -3.28709
C11 0.85767 -2.12373 -3.67680
C12 3.72608 -2.74418 -1.43196
H1 -4.58098 1.72587 -4.21748
H2 -5.73194 1.09592 -3.09266
H3 -5.25465 0.58195 -4.66369
H4 -3.60920 0.72152 -1.44087
H5 -1.45024 -0.26666 -1.07395
H6 -1.52362 -1.83549 -5.01454
H7 -3.57707 -0.75360 -5.49913
H8 -0.65375 -2.27062 -0.51397
H9 1.52478 -3.16730 -0.01255
H10 2.85876 -3.05667 -4.02837
H11 0.77272 -1.84691 -4.72165
H12 4.43206 -3.12790 -2.24446
H13 3.91513 -3.26645 -0.48907
H14 3.95663 -1.75282 -1.46346
C13 0.73010 0.08917 0.62046
O1 -0.38384 -0.41649 1.02635
H15 1.48295 -0.52811 0.47880
H16 1.15483 0.92951 1.36988
H17 0.61699 0.74649 -0.24662
C14 -2.99030 -3.08311 1.06943
C15 -3.46321 -3.35137 -0.30769
O2 -2.49378 -4.21409 -0.94824
C16 -2.69235 -4.62306 -2.22256
C17 -1.83289 -5.64532 -2.65095
H18 -3.57973 -2.44356 1.53756
H19 -2.06630 -2.63900 1.01817
H20 -3.15546 -4.01952 1.68646
H21 -3.60019 -2.53478 -0.95773
H22 -4.37604 -3.72533 -0.44202
H23 -2.64162 -3.85084 -2.90941
H24 -3.72429 -4.93766 -2.27656
H25 -2.18936 -5.91562 -3.69128
H26 -1.90849 -6.49286 -2.13874
H27 -0.87664 -5.19747 -2.73362
C18 -4.23147 0.27208 1.41226
C19 -4.91604 1.64081 1.24494
O3 -5.28734 2.04881 -0.02488
C20 -5.71563 3.33386 -0.15158
C21 -6.74332 3.26223 -1.19148
H28 -3.23373 0.22735 1.11665
H29 -4.67721 -0.64225 0.62752
H30 -4.31796 -0.16596 2.40059
H31 -4.43222 2.44258 1.94154
H32 -5.93942 1.54918 1.72158
H33 -4.97479 3.89106 -0.31138
H34 -6.31839 3.79392 0.70157
H35 -7.56342 2.71005 -0.91799
H36 -6.33884 2.90028 -2.00853
H37 -7.07101 4.19379 -1.60546
C22 1.04423 1.38662 -4.86353
C23 0.82561 1.62776 -3.34170
O4 1.32402 3.00331 -3.16061
C24 1.33063 3.37233 -1.79875
C25 1.80582 4.80265 -1.76201
H38 1.99202 0.78237 -4.98502
H39 0.89546 2.26904 -5.34516
H40 0.39682 0.60278 -5.20875
H41 1.13947 0.78544 -2.82943
H42 -0.17040 1.53419 -2.96532
H43 2.02942 2.84946 -1.12711
H44 0.41097 3.29458 -1.34395
H45 1.98563 5.22104 -0.72283
H46 1.01525 5.38265 -2.29355
H47 2.71883 5.07707 -2.26117
C26 3.75629 -3.39661 2.53676
C27 4.30057 -1.93501 2.11728
O5 5.35722 -2.06167 1.26373
C28 5.76676 -0.82207 0.76155
C29 6.87281 -1.29917 -0.20465
H48 2.81956 -3.34310 2.95774
H49 4.59616 -4.03028 2.82930
H50 3.28299 -3.90740 1.56630
H51 4.50107 -1.31147 2.92453
H52 3.27733 -1.32277 1.79226
H53 6.39820 -0.41351 1.67625
H54 4.93132 -0.18605 0.43678
H55 7.70370 -1.62325 0.58617
H56 7.32344 -0.46372 -0.72519
H57 6.46414 -1.98464 -1.00035
C30 -1.36614 3.06979 1.47474
C31 -0.23202 3.54088 2.30121
O6 -0.05662 5.00331 2.07575
C32 1.10258 5.52092 2.59302
C33 1.23415 6.94764 2.03726
H58 -1.52044 1.93472 1.80473
H59 -1.16440 3.19897 0.50596
H60 -2.31187 3.50054 1.64954
H61 0.44219 2.90741 2.01290
H62 -0.23790 3.18129 3.39593
H63 1.94301 4.79688 2.35020
H64 0.91455 5.50210 3.69252
H65 0.35824 7.52785 2.42216
H66 1.29079 6.84455 0.96648
H67 2.01644 7.47407 2.66854
C34 4.62469 -2.23216 6.02810
C35 3.68643 -1.00638 5.96802
O7 2.55023 -1.43549 5.34047
C36 1.69179 -0.37439 4.79011
C37 0.68282 -1.01518 4.04545
H68 4.24154 -3.05608 6.67187
H69 5.49505 -1.85836 6.29055
H70 4.76814 -2.75015 5.20668
H71 4.03647 -0.06256 5.53610
H72 3.25428 -0.76121 6.84574
H73 2.31532 0.37844 4.04372
H74 1.34961 0.14487 5.71994
H75 0.15725 -1.82339 4.33019
H76 1.32020 -1.08374 3.01836
H77 -0.14380 -0.40617 3.75753